Here is C36H39I2N4O2Sn as an isolated structure from the Open Molecules 2025 dataset. Energies are from the ωB97M-V functional and the def2-TZVPD basis.

Geometry as XYZ:
```
84
Properties=species:S:1:pos:R:3:forces:R:3
Sn -0.9486 -1.3201 0.1932 -0.512 0.074 -0.181
C -2.0755 -1.5469 -3.7560 0.130 -0.003 0.023
O -0.9252 -2.0405 -3.0218 -0.111 -0.097 0.078
C -0.7347 -3.3563 -2.9500 0.060 0.279 -0.051
C -1.5991 -4.3072 -3.4822 -0.110 -0.218 -0.015
C -1.3286 -5.6500 -3.2996 -0.005 0.064 -0.012
C -0.1975 -6.1073 -2.5875 -0.101 -0.025 -0.025
C 0.6741 -5.1958 -2.0801 0.135 0.143 -0.039
C 0.4360 -3.8043 -2.2656 0.055 0.038 -0.104
N 1.3193 -2.8428 -1.9030 0.027 -0.284 0.235
N 2.4186 -3.1410 -1.4277 -0.040 0.252 -0.144
C 3.1900 -2.9999 -0.4330 -0.020 0.005 0.153
C 2.5104 -2.5803 0.8822 0.261 -0.020 0.148
O 1.3301 -2.2497 0.8489 -0.098 0.233 -0.253
C 3.3299 -2.5804 2.0579 -0.173 0.034 -0.093
C 4.6414 -2.8738 1.9688 0.276 -0.065 -0.245
C 5.3305 -3.2072 0.7236 -0.229 0.038 0.329
C 6.6790 -3.5172 0.7330 0.222 -0.010 -0.032
C 7.3311 -3.8497 -0.4532 -0.012 0.034 0.071
C 6.6336 -3.8717 -1.6507 -0.021 0.026 0.009
C 5.2747 -3.5799 -1.6696 0.009 0.017 -0.081
C 4.6253 -3.2459 -0.4895 -0.153 -0.130 0.008
H -1.9719 -1.7803 -4.8131 -0.002 -0.044 -0.025
H -2.0661 -0.4702 -3.6190 0.028 -0.018 0.005
H -2.9937 -1.9708 -3.3532 -0.014 0.013 0.009
H -2.4751 -4.0125 -4.0402 0.012 -0.010 0.013
H -2.0097 -6.3755 -3.7270 0.015 -0.007 0.004
H -0.0172 -7.1673 -2.4769 -0.021 0.002 -0.004
H 1.5763 -5.5083 -1.5683 -0.013 -0.009 -0.021
H 2.8601 -2.3211 2.9966 -0.010 0.009 -0.015
H 5.2432 -2.8516 2.8708 0.017 -0.035 -0.020
H 7.2253 -3.5023 1.6680 0.007 0.004 -0.028
H 8.3853 -4.0911 -0.4365 -0.011 0.005 0.002
H 7.1433 -4.1208 -2.5716 -0.012 -0.014 0.015
H 4.7265 -3.6189 -2.6034 0.009 -0.003 0.016
C -5.7563 3.3658 3.1426 -0.001 -0.047 -0.065
C -4.2374 3.3732 3.3840 -0.034 0.022 0.037
C -3.6925 4.7725 3.0956 0.001 -0.016 -0.017
C -3.9466 3.0124 4.8534 0.037 -0.028 -0.013
C -3.5821 2.3137 2.5192 -0.045 0.017 0.046
C -4.0353 0.9892 2.5418 -0.005 0.016 -0.019
C -3.3851 0.0286 1.8072 0.004 0.081 -0.077
N -2.3170 0.3095 1.0347 0.014 -0.234 0.255
C -1.8991 1.5852 0.9550 0.107 0.001 -0.087
C -2.4992 2.5904 1.6824 -0.034 0.054 -0.015
C -0.7794 1.8121 0.0060 -0.071 -0.029 0.068
C -0.3427 3.0593 -0.3687 0.007 0.073 0.030
C 0.6815 3.2142 -1.3110 0.022 0.052 -0.013
C 1.2116 2.0450 -1.8557 0.000 -0.062 -0.012
C 0.7412 0.8194 -1.4359 -0.026 0.035 0.034
N -0.2333 0.6929 -0.5206 0.311 -0.076 0.058
C 1.1589 4.6035 -1.6877 -0.004 0.044 -0.021
C -0.0306 5.4003 -2.2530 -0.024 -0.045 0.000
C 2.2737 4.5632 -2.7315 0.016 -0.027 -0.004
C 1.6837 5.2936 -0.4157 0.007 -0.025 0.014
H -6.2124 4.1731 3.7148 0.006 -0.015 0.002
H -6.2243 2.4346 3.4650 0.018 0.020 -0.002
H -5.9930 3.5234 2.0884 -0.002 0.024 0.026
H -4.1974 5.4883 3.7426 0.002 0.005 -0.008
H -3.8793 5.0787 2.0630 0.005 -0.005 0.023
H -2.6232 4.8511 3.3067 -0.021 0.002 0.004
H -4.4397 3.7351 5.5036 0.006 -0.011 -0.006
H -2.8752 3.0432 5.0632 -0.022 0.002 0.005
H -4.3206 2.0196 5.1103 -0.015 0.032 0.000
H -4.8921 0.7034 3.1355 0.017 0.001 0.004
H -3.7227 -0.9991 1.8138 0.039 -0.029 0.038
H -2.1338 3.6022 1.6048 0.018 -0.016 0.005
H -0.8002 3.9365 0.0647 -0.001 -0.014 -0.022
H 1.9890 2.0786 -2.6047 -0.005 0.000 0.024
H 1.1398 -0.1017 -1.8423 0.010 -0.054 -0.016
H -0.4510 4.9155 -3.1362 0.015 0.016 0.008
H 0.3119 6.3928 -2.5450 -0.005 -0.008 0.011
H -0.8269 5.5308 -1.5179 0.015 0.004 -0.017
H 1.9401 4.1157 -3.6705 0.008 0.005 0.016
H 3.1528 4.0237 -2.3715 -0.012 0.012 -0.006
H 2.5893 5.5819 -2.9522 -0.003 -0.007 -0.011
H 0.8995 5.4333 0.3306 0.019 -0.004 -0.010
H 2.0664 6.2797 -0.6783 -0.016 -0.003 0.007
H 2.4988 4.7267 0.0386 -0.007 0.014 -0.012
I -1.1346 -5.0695 0.8057 0.013 -0.114 0.009
C -1.5520 -4.7086 2.8466 -0.058 -0.069 0.009
I -1.5020 -2.6669 3.4293 0.094 0.111 -0.074
H -0.8118 -5.2328 3.4363 0.017 0.006 0.029
H -2.5504 -5.0745 3.0485 -0.012 0.010 0.033
```
Forces are in eV/Å.

Results
- total charge = +3
- E (eV) = -70028.372
- multiplicity = 1
- LUMO energy (eV) = -9.94
- frontier orbital gap (eV) = 6.46
- energy relative to the best compared isomer or geometry (same formula, charge and spin) (eV) = 0.203